Here is a molecular structure, C2H20B3N4NiO2 at a distorted geometry from the OMol25 dataset. Energies are from ωB97M-V/def2-TZVPD.

Geometry (Å):
Ni1 0.4275 -0.5438 -1.1701
B1 3.3294 0.0640 0.1512
H1 4.3811 0.2492 0.3063
H2 2.7077 0.9176 -0.0704
H3 3.2807 -0.6453 -0.6604
H4 2.8921 -0.4038 1.0196
B2 1.1188 1.4845 -3.7731
H5 1.7543 0.6579 -3.4956
H6 1.3501 2.3559 -3.1802
H7 1.0475 1.7219 -4.8233
H8 0.1417 1.1162 -3.5011
B3 -0.3138 -3.1631 -2.8713
H9 -0.7223 -4.1034 -3.2079
H10 -1.1888 -2.6204 -2.5485
H11 0.3501 -3.3234 -2.0360
H12 0.1467 -2.5816 -3.6548
C1 -1.4525 3.4886 0.5852
O1 -1.4055 2.3890 0.1950
N1 -0.5358 4.3721 0.4977
N2 -2.4886 4.0460 0.9531
H13 0.3548 3.9636 0.2528
H14 -0.7597 5.3557 0.4472
H15 -3.2921 3.4456 0.8351
H16 -2.3739 4.9835 1.3107
C2 -1.1723 -2.7180 3.0865
O2 -0.9271 -2.2543 1.9626
N3 -0.8491 -1.9982 4.1134
N4 -1.5073 -3.9275 3.3728
H17 -0.8746 -2.4429 5.0198
H18 -0.4737 -1.0812 3.9179
H19 -1.4699 -4.6017 2.6217
H20 -1.4753 -4.2026 4.3441

Summary:
charge: -1
frontier orbital gap (spin up / spin down): 7.3 / 4.5 eV
spin multiplicity: 3
ΔE to the lowest compared entry with this formula, charge and spin: 1193.7 kJ/mol
strongest force on any atom: 9.31 eV/A
highest occupied orbital energy (spin up / spin down): -5.945 / -5.900 eV
LUMO level (spin up / spin down): 0.0485 / -0.0514 Eh

=====

Here is 9 unconnected molecules or ions with the total composition C2H21O9 at a distorted geometry from the OMol25 dataset. Energies are from ωB97M-V/def2-TZVPD.

Geometry (Å):
C1 1.3123 1.1170 0.8788
C2 1.4413 0.4000 -0.4402
O1 0.4193 -0.5930 -0.3782
H1 0.2303 1.3900 1.0828
H2 1.8363 2.1350 0.9108
H3 1.7433 0.5250 1.7008
H4 2.3543 -0.2460 -0.6662
H5 1.2123 1.1050 -1.2252
O2 2.0243 -1.8430 -2.5402
H6 1.2143 -2.3370 -2.5482
H7 2.1443 -1.4780 -1.6752
O3 1.7273 -2.8240 0.1378
H8 1.2873 -1.9530 -0.0652
H9 2.5563 -2.7790 -0.3062
O4 -0.6017 0.5910 -3.0372
H10 -0.9257 0.9130 -2.1922
H11 0.3703 0.5360 -2.9292
O5 -0.1417 -1.3830 2.0338
H12 0.6913 -1.6410 2.4048
H13 0.0493 -0.9430 1.2128
O6 -1.9377 -1.9290 -0.7512
H14 -1.1177 -1.4340 -0.8632
H15 -2.4137 -1.5560 -0.0202
O7 -2.7537 0.1760 1.2378
H16 -2.3897 0.7430 1.9118
H17 -2.4967 0.5460 0.4238
O8 -1.4337 1.6220 -0.7052
H18 -0.6037 1.0770 -0.5452
H19 -1.1757 2.4730 -0.3622
O9 -1.6647 2.2770 2.6778
H20 -0.7847 2.3410 2.3968
H21 -2.1717 2.9720 2.2418

Summary:
charge: -1
frontier orbital gap: 8.0 eV
spin multiplicity: 1
ΔE to the lowest compared entry with this formula, charge and spin: 160.9 kJ/mol
strongest force on any atom: 3.03 eV/A
highest occupied orbital energy: -5.499 eV
LUMO level: 0.0936 Eh

=====

Here is 10 unconnected molecules or ions with the total composition C2H22ClO9 at a distorted geometry from the OMol25 dataset. Energies are from ωB97M-V/def2-TZVPD.

Geometry (Å):
Cl1 -4.0085 10.2549 -16.4515
O1 -7.0620 11.9569 -16.3993
H1 -7.5525 11.1337 -16.3281
H2 -6.1569 11.7169 -16.1579
O2 -4.3743 12.5770 -18.8180
H3 -4.1658 11.8982 -18.1559
H4 -3.5299 12.7750 -19.2330
O3 -1.1785 10.9474 -15.1622
H5 -1.1205 11.5697 -15.8913
H6 -1.9936 10.4468 -15.3382
O4 -3.7433 9.5407 -13.0219
H7 -3.7320 10.0061 -13.8722
H8 -4.6578 9.2645 -12.9124
O5 -0.8971 9.6105 -17.8829
H9 -0.8004 8.7004 -18.1797
H10 -1.8204 9.6767 -17.5992
O6 -6.0223 7.0617 -16.0489
H11 -6.9325 7.2108 -15.7785
H12 -5.6037 7.9301 -15.9826
O7 -2.1032 6.9772 -15.9430
H13 -2.6379 7.5978 -16.4505
H14 -2.6916 6.6704 -15.2468
O8 -3.4869 12.6178 -14.0393
H15 -4.2629 12.4279 -13.5036
H16 -3.6565 12.1719 -14.8832
C1 -3.7992 9.5446 -20.5763
C2 -5.0203 8.8711 -19.9847
O9 -4.6852 8.1457 -18.8136
H17 -3.2181 10.0326 -19.7957
H18 -4.0702 10.2572 -21.3563
H19 -3.1508 8.7764 -21.0083
H20 -5.6493 8.2632 -20.6372
H21 -5.7220 9.6835 -19.7398
H22 -4.4336 8.8249 -18.1669

Summary:
charge: -1
frontier orbital gap: 9.8 eV
spin multiplicity: 1
ΔE to the lowest compared entry with this formula, charge and spin: 47.8 kJ/mol
strongest force on any atom: 1.60 eV/A
highest occupied orbital energy: -7.148 eV
LUMO level: 0.0983 Eh

=====

Here is a molecular structure, C2H24B5Be2Cl4 at a distorted geometry from the OMol25 dataset. Energies are from ωB97M-V/def2-TZVPD.

Geometry (Å):
Be1 0.7837 1.4958 0.9769
Be2 -1.9137 -1.2085 -0.3804
B1 -1.8483 -2.4962 1.5268
H1 -1.9669 -3.4210 2.2260
H2 -0.7777 -2.0569 1.3694
H3 -2.1584 -2.9792 0.4413
H4 -2.6264 -1.6814 1.8295
B2 1.1215 0.1580 2.9233
H5 1.4034 -0.2395 3.9843
H6 2.0799 0.6943 2.4529
H7 0.7018 -0.6849 2.2304
H8 0.2777 0.9594 3.1149
B3 1.4666 3.7655 0.9169
H9 0.3829 3.9468 1.3324
H10 1.3462 3.1282 -0.0957
H11 1.9883 4.7721 0.6497
H12 2.0688 3.0896 1.6795
B4 -0.1064 0.1892 -1.0334
H13 0.8797 0.8055 -1.1666
H14 0.1465 -0.6616 -0.2505
H15 -0.9601 0.8822 -0.6257
H16 -0.5014 -0.2784 -2.0369
B5 -1.7856 0.6376 1.6631
H17 -2.7159 0.4636 0.9157
H18 -0.9115 -0.0745 1.4098
H19 -1.3191 1.7274 1.4785
H20 -2.0764 0.5982 2.7905
C1 -2.1971 -2.0271 -4.7206
Cl1 -3.3761 -0.7474 -5.0226
Cl2 -2.0278 -2.3036 -2.9558
H21 -2.3995 -2.9517 -5.2487
H22 -1.1839 -1.7099 -4.9477
C2 3.5406 -0.4180 -1.5638
Cl3 5.1389 -0.0697 -2.1581
Cl4 3.2901 0.3412 0.0199
H23 2.7663 -0.1485 -2.2770
H24 3.4690 -1.4965 -1.4482

Summary:
charge: -1
frontier orbital gap: 6.7 eV
spin multiplicity: 1
strongest force on any atom: 4.43 eV/A
highest occupied orbital energy: -5.962 eV
LUMO level: 0.0273 Eh

=====

Here is a molecular structure, C2H25HgO11 at a distorted geometry from the OMol25 dataset. Energies are from ωB97M-V/def2-TZVPD.

Geometry (Å):
Hg1 -2.4188 -1.3217 -1.9165
C1 0.8112 -1.3477 -0.7345
C2 0.4232 0.0243 -0.9155
O1 -0.8598 0.2673 -1.3205
H1 0.8112 -1.9667 -1.6895
H2 -0.0208 -1.8867 -0.2335
H3 1.7942 -1.3807 -0.2635
H4 1.0102 0.6573 -1.5975
H5 0.4912 0.4593 0.0945
O2 0.9092 2.2453 2.0545
H6 1.4492 1.5753 1.6075
H7 1.6472 2.8623 2.1155
O3 2.2742 -0.5027 2.5085
H8 1.4102 -0.7307 2.1255
H9 2.0272 -0.0057 3.2655
O4 -0.1738 2.2773 -4.1625
H10 -0.3298 2.2803 -3.2055
H11 0.5502 2.8913 -4.2525
O5 1.5612 4.0713 -1.4995
H12 0.8972 4.1883 -2.1685
H13 1.7582 3.1313 -1.3725
O6 0.1272 -3.0447 2.1795
H14 1.0772 -3.0857 2.3485
H15 -0.2078 -2.1447 2.4015
O7 1.1982 -4.4017 -0.4875
H16 1.0242 -3.4737 -0.5435
H17 1.0352 -4.6597 -1.3875
O8 -1.5408 2.7793 -1.7525
H18 -1.4888 1.8183 -1.6245
H19 -2.2818 2.8723 -2.3225
O9 -0.9038 -0.5997 2.7125
H20 -1.0948 0.0083 3.3555
H21 -1.1558 -0.2127 1.8785
O10 -1.9458 0.8753 0.8725
H22 -1.3368 0.7613 0.1505
H23 -2.2268 1.7553 0.9575
O11 -2.2638 -2.2237 0.6085
H24 -2.7028 -2.3897 1.4125
H25 -1.3328 -2.4227 0.7995

Summary:
charge: +1
frontier orbital gap: 4.8 eV
spin multiplicity: 1
ΔE to the lowest compared entry with this formula, charge and spin: 326.3 kJ/mol
strongest force on any atom: 3.95 eV/A
highest occupied orbital energy: -13.935 eV
LUMO level: -0.3342 Eh

=====

Here is a molecular structure, C2H26O19Y at a distorted geometry from the OMol25 dataset. Energies are from ωB97M-V/def2-TZVPD.

Geometry (Å):
Y1 -0.9221 0.7196 -2.0921
C1 -0.2080 0.2584 0.3678
O1 -1.4089 0.0050 -0.1165
O2 0.3768 1.1084 -0.3622
O3 0.3248 -0.6462 1.1507
C2 0.3628 1.5002 -4.2225
O4 -0.6819 0.6784 -4.2564
O5 0.6315 1.9613 -3.0280
O6 1.0610 1.6286 -5.2661
O7 1.3007 4.1657 -1.5598
H1 1.1967 4.0657 -0.6657
H2 0.8259 3.4798 -1.9656
O8 0.3387 -3.4871 3.4367
H3 1.0588 -3.7657 2.8687
H4 0.0084 -2.6463 3.1020
O9 0.9956 -0.8173 -2.5031
H5 1.3038 -1.3776 -1.8261
H6 1.7143 -0.7163 -3.1155
O10 -0.3571 -2.7021 -0.3624
H7 -0.0675 -1.9041 0.0563
H8 -1.0853 -3.0212 0.1485
O11 2.9365 1.0300 -0.2375
H9 3.1475 1.3286 -1.0829
H10 2.0300 1.2744 -0.1460
O12 0.6821 1.5953 2.7201
H11 0.4997 0.9240 2.0734
H12 -0.1602 1.7731 3.2611
O13 2.4578 -1.7018 0.0112
H13 2.9810 -0.9404 -0.2695
H14 1.7795 -1.2525 0.4629
O14 1.8756 -1.2328 3.1217
H15 2.2014 -0.4653 3.4946
H16 1.2872 -0.9225 2.4244
O15 -1.4155 -1.6670 2.7109
H17 -2.1024 -2.0740 2.1204
H18 -0.8489 -1.2252 2.1026
O16 -3.0837 -1.9353 0.6333
H19 -3.4147 -2.5687 -0.0895
H20 -2.6012 -1.2675 0.2014
O17 -3.4204 1.7731 0.6918
H21 -3.6126 2.1247 -0.1859
H22 -2.7531 1.1038 0.7257
O18 0.5314 3.9128 1.1400
H23 -0.4225 4.1080 1.0672
H24 0.5706 3.0931 1.5692
O19 -1.7971 -1.5002 -2.5079
H25 -2.7082 -1.7463 -2.6543
H26 -1.4088 -2.0285 -3.1470

Summary:
charge: -1
frontier orbital gap: 7.1 eV
spin multiplicity: 1
ΔE to the lowest compared entry with this formula, charge and spin: 75.7 kJ/mol
strongest force on any atom: 4.56 eV/A
highest occupied orbital energy: -6.330 eV
LUMO level: 0.0289 Eh

=====

Here is 12 unconnected molecules or ions with the total composition C2H27O12 at a distorted geometry from the OMol25 dataset. Energies are from ωB97M-V/def2-TZVPD.

Geometry (Å):
C1 -0.1512 -1.5710 0.0563
C2 -1.5029 -0.8377 0.1475
O1 -1.2963 0.5140 0.3917
H1 0.3408 -1.4586 1.0110
H2 0.3848 -1.2052 -0.8061
H3 -0.2318 -2.6435 -0.1690
H4 -2.1175 -1.2884 0.9953
H5 -2.0179 -1.0244 -0.8161
O2 -1.8659 1.1380 -2.1203
H6 -1.5913 0.9910 -1.1328
H7 -2.7110 1.5433 -2.0308
O3 -0.8136 0.5788 2.9728
H8 -1.7125 0.8463 3.3108
H9 -0.9291 0.5645 1.9332
O4 -3.8797 0.9451 1.0472
H10 -4.2349 1.8201 1.1717
H11 -2.8922 1.0158 0.9109
O5 3.7726 -3.1708 -0.4588
H12 3.6735 -2.2065 -0.6022
H13 2.9030 -3.3924 -0.8561
O6 3.5005 -0.5195 -1.0824
H14 4.2582 -0.0774 -0.5940
H15 2.7167 -0.2785 -0.5403
O7 4.9826 1.1935 1.2764
H16 4.4243 1.9740 1.3139
H17 4.5371 0.5569 1.8655
O8 2.3337 2.5541 1.7327
H18 1.8307 2.4631 0.8846
H19 2.0716 1.7482 2.2088
O9 -2.2404 -0.6760 -4.5388
H20 -1.6242 -1.1061 -3.9152
H21 -2.4569 0.1075 -3.9752
O10 1.7157 -0.0341 2.6687
H22 0.8292 0.1459 3.0802
H23 1.5255 -0.7103 2.0220
O11 -4.9546 -0.4930 -1.7577
H24 -4.7091 -1.3767 -2.0336
H25 -4.2922 -0.2836 -1.0546
O12 1.0218 1.4540 -0.6078
H26 1.2385 1.1623 -1.5040
H27 0.1645 1.0373 -0.4054

Summary:
charge: -1
frontier orbital gap: 9.6 eV
spin multiplicity: 1
ΔE to the lowest compared entry with this formula, charge and spin: 0.0 kJ/mol
strongest force on any atom: 1.96 eV/A
highest occupied orbital energy: -6.786 eV
LUMO level: 0.1039 Eh

=====

Here is 12 unconnected molecules or ions with the total composition C2H28N2O11 at a distorted geometry from the OMol25 dataset. Energies are from ωB97M-V/def2-TZVPD.

Geometry (Å):
C1 -1.6721 1.3461 1.9173
N1 -0.6675 -0.4988 -0.0731
C2 0.1011 0.1070 0.9130
N2 -0.2820 0.9063 1.8328
H1 -1.6814 2.1666 2.6991
H2 -2.3383 0.5517 2.2578
H3 -2.0983 1.8014 0.9905
H4 -0.2087 -0.8872 -0.8548
H5 -1.5240 -0.1161 -0.3060
H6 1.1758 -0.2219 0.9467
H7 -3.0918 0.3221 -1.8806
H8 -2.3043 1.6691 -1.5448
O1 -2.8193 0.9877 -1.1053
H9 1.0351 2.4463 1.7717
H10 0.5416 3.8369 1.3681
O2 1.3066 3.1973 1.2105
H11 0.7258 0.6387 3.4860
H12 0.5083 -0.3938 4.6201
O3 1.2045 0.0774 4.1612
H13 0.5249 -3.2803 -0.0487
H14 -0.8791 -2.8145 0.3586
O4 -0.4543 -3.4924 -0.1987
H15 -3.8134 -1.5048 -2.9240
H16 -2.2265 -1.3886 -2.9028
O5 -3.0481 -0.8673 -3.0458
H17 3.0064 -0.3617 -1.7928
H18 1.8242 0.5272 -1.2796
O6 2.1633 -0.3799 -1.3745
H19 2.0952 -1.7821 -0.4134
H20 2.2117 -2.3170 1.0530
O7 2.0464 -2.6058 0.1308
H21 -0.3543 -2.6899 -3.1995
H22 -0.6747 -2.8291 -1.6888
O8 -0.8062 -2.2424 -2.5119
H23 -0.9319 1.7313 -3.1515
H24 -0.2079 2.2995 -2.0335
O9 -1.0132 2.3832 -2.5113
H25 2.0716 -0.9977 3.1911
H26 3.4744 -1.3914 2.7242
O10 2.5333 -1.5744 2.5494
H27 1.9024 2.8861 -1.7334
H28 1.2938 2.5662 -0.3468
O11 1.3509 2.1887 -1.2606

Summary:
frontier orbital gap: 9.5 eV
spin multiplicity: 1
strongest force on any atom: 3.57 eV/A
highest occupied orbital energy: -9.345 eV
LUMO level: 0.0054 Eh